Here is an isolated molecule of C5H8S in a non-equilibrium geometry from the Open Molecules 2025 dataset. Energies are from ωB97M-V with the def2-TZVPD basis set.

Structure (XYZ):
```
14
Properties=species:S:1:pos:R:3:forces:R:3
S -1.932 -0.253 -0.883 0.11 -1.89 -2.41
C -2.402 0.884 0.256 0.65 3.27 2.31
C 1.578 -0.333 -0.211 1.08 0.90 0.30
C 2.985 0.370 -0.384 -1.55 -1.38 0.22
C 0.487 -0.812 0.041 1.30 0.51 -0.40
C -0.910 -1.268 0.138 1.26 -3.29 -0.70
H -2.985 1.624 -0.280 -0.04 0.35 -0.08
H 3.679 -0.005 0.413 -0.62 0.44 -0.83
H 2.921 1.461 -0.380 -0.37 -0.17 0.56
H -0.996 -2.409 -0.224 0.29 2.50 0.46
H 3.396 0.183 -1.386 -0.11 -0.50 0.36
H -1.229 -1.363 1.167 -0.30 0.44 0.29
H -3.085 0.463 0.975 -0.01 -0.06 0.68
H -1.506 1.456 0.758 -1.70 -1.12 -0.77
```
Forces are in eV/Å.

Summary:
Relative energy (zero: lowest compared OMol25 entry of this formula, charge and spin) ... 54.1 kcal/mol
Orbital gap ... 0.344 Ha
Largest force on an atom ... 0.0790 Eh/bohr
E ... -593.4020 hartree

Mulliken atomic charge list, values in e, 8 entries: number 1, S, carries -0.091; number 2, C, carries -0.794; number 3, C, carries 0.465; number 4, C, carries -0.924; number 5, C, carries -0.305; number 6, C, carries -0.638; number 7, H, carries 0.300; number 8, H, carries 0.245

---

Here is a structure of composition C29H21F6LaN7O5S2 in a non-equilibrium geometry from the Open Molecules 2025 dataset. Energies are from ωB97M-V with the def2-TZVPD basis set.

Structure (XYZ):
```
71
Properties=species:S:1:pos:R:3:forces:R:3
La 0.312 -1.371 -0.408 0.86 0.80 -1.71
S 2.049 -2.844 1.762 0.72 -0.22 0.55
S 1.916 5.931 6.436 -1.13 4.04 -2.47
F -5.046 -1.050 -2.279 -0.87 -0.42 0.14
F 0.737 -4.918 -4.669 1.03 0.96 0.08
F 6.240 1.526 -2.888 -0.79 -0.17 0.65
F -4.441 -5.549 -0.916 0.67 1.12 -0.27
F 2.010 -3.051 -4.383 -1.20 -0.76 -0.79
F -0.248 -3.072 -4.171 1.63 -0.07 -0.14
O 2.004 7.230 5.648 0.12 -1.59 1.93
O 3.202 5.290 6.424 -0.35 -1.31 0.27
O 1.345 -2.954 -1.797 0.25 -0.85 -0.44
O 1.115 5.938 7.649 1.11 -0.06 0.55
O 0.880 -5.145 -2.018 0.25 0.41 -0.50
N -0.396 -3.522 1.215 0.31 -1.16 -0.11
N -0.512 6.214 5.520 -0.05 -0.93 -1.01
N -1.202 -0.091 -2.219 -1.21 -0.04 0.12
N 0.245 0.562 1.416 0.39 -0.20 0.32
N -0.697 -2.232 1.710 0.17 0.14 0.96
N 1.176 -5.102 0.556 0.33 -0.65 0.72
N 0.671 4.368 4.547 -1.07 -1.05 -1.41
C -0.398 4.068 3.716 0.59 1.94 1.86
C 4.538 -0.168 -2.764 0.55 1.25 0.17
C 3.266 1.186 -0.693 1.23 0.62 -0.02
C -4.227 -2.091 -1.995 0.59 0.03 0.63
C -0.215 2.868 2.901 -0.48 0.11 -0.22
C 5.104 1.054 -2.262 -1.39 -0.97 0.18
C 1.097 -4.004 -2.451 -0.83 -0.29 0.14
C -4.762 -3.300 -1.599 -0.92 -0.04 -0.01
C 2.684 0.051 -1.223 -1.93 -1.51 0.39
C -1.499 5.961 4.694 -0.53 1.12 -0.03
C 0.563 5.390 5.338 0.52 -0.11 1.14
C 4.467 1.754 -1.214 -0.03 -0.68 -1.52
C 3.310 -0.634 -2.295 1.01 1.45 0.55
C 0.931 -3.772 -3.987 -1.15 0.01 0.97
C -2.497 -4.044 -1.133 -1.79 -0.77 -0.44
C -2.859 -1.824 -1.978 -1.33 -0.74 -0.63
C -0.695 0.995 -2.795 -1.36 -0.03 -2.06
C 1.041 0.871 2.469 -0.83 0.25 -1.12
C -1.508 4.902 3.760 0.56 -0.46 -0.36
C -2.409 -0.624 -2.665 1.58 1.39 -0.21
C -3.896 -4.321 -1.237 1.10 0.21 0.34
C 0.808 2.007 3.221 1.15 -1.21 -0.31
C -0.785 1.370 1.144 -0.44 -0.19 -0.35
C -2.557 1.073 -4.348 -1.14 -0.43 -0.44
C -1.997 -2.805 -1.521 1.71 0.31 1.00
C -1.340 1.568 -3.925 0.73 -0.18 0.47
C 0.926 -3.962 1.207 -1.47 1.42 -0.61
C -3.117 -0.071 -3.753 1.08 -0.26 0.75
C -1.044 2.523 1.831 -0.37 0.50 0.87
H -2.316 4.778 3.059 -0.31 0.00 0.06
H -1.180 -4.086 0.869 0.49 0.30 0.11
H -3.127 1.576 -5.156 0.69 -0.47 0.38
H -1.626 -2.134 2.072 -0.79 -0.58 -0.16
H -0.079 -2.042 2.504 0.19 -0.16 -0.17
H 1.908 0.239 2.681 -0.43 0.01 -0.21
H 5.047 -0.678 -3.575 0.12 0.07 0.01
H 0.238 1.407 -2.455 0.36 -0.15 0.30
H -3.998 -0.645 -4.095 0.62 1.03 -0.01
H -1.816 -4.862 -0.900 -0.14 -0.08 0.16
H -0.826 2.298 -4.550 -0.22 0.20 0.58
H 2.873 -1.511 -2.758 0.08 0.09 0.12
H 1.531 2.134 3.996 -0.09 0.76 0.61
H -1.947 3.101 1.634 0.38 -0.07 -0.22
H 2.859 1.682 0.206 -0.05 -0.13 -0.60
H 2.088 -5.447 0.842 -0.11 0.12 -0.47
H -2.318 6.731 4.741 0.53 -1.16 -0.16
H 0.990 -5.196 -0.508 -0.22 0.15 0.60
H 4.761 2.776 -0.987 0.29 -0.34 0.35
H -1.503 1.105 0.344 0.67 -0.17 0.23
H -5.848 -3.402 -1.544 0.38 -0.17 -0.11
```
Forces are in eV/Å.

Summary:
Relative energy (zero: lowest compared OMol25 entry of this formula, charge and spin) ... 3.5 kcal/mol
Orbital gap ... 0.243 Ha
Charge ... -1
Largest force on an atom ... 0.0946 Eh/bohr
E ... -3304.4374 hartree

Mulliken atomic charge list, values in e, 8 entries: number 1, La, carries 1.342; number 2, S, carries -0.338; number 3, S, carries 1.083; number 4, F, carries -0.351; number 5, F, carries -0.256; number 6, F, carries -0.328; number 7, F, carries -0.329; number 8, F, carries -0.237

---

Here is an isolated molecule of C4H5ClO3 in a non-equilibrium geometry from the Open Molecules 2025 dataset. Energies are from ωB97M-V with the def2-TZVPD basis set.

Structure (XYZ):
```
13
Properties=species:S:1:pos:R:3:forces:R:3
Cl 0.412 2.441 -0.273 -0.30 0.21 -0.92
O -1.275 -0.283 -0.528 -0.15 0.45 0.35
O -0.850 0.767 1.475 -1.56 -1.27 -0.59
O 1.397 0.257 0.784 0.29 -1.13 -0.75
C -1.544 0.548 0.449 -0.37 0.08 -0.11
C 1.183 -0.443 -0.451 -0.50 -0.04 -0.15
C -0.151 -1.171 -0.384 0.78 -0.38 0.14
C 0.596 1.253 1.088 1.84 2.17 2.03
H -0.229 -1.675 0.589 -0.07 0.05 -0.22
H 1.999 -1.154 -0.552 -0.04 -0.04 0.01
H 1.189 0.276 -1.278 0.09 -0.24 0.06
H -2.475 1.083 0.272 0.01 -0.02 0.07
H -0.253 -1.899 -1.191 -0.03 0.14 0.08
```
Forces are in eV/Å.

Summary:
Relative energy (zero: lowest compared OMol25 entry of this formula, charge and spin) ... 102.9 kcal/mol
Orbital gap (spin up / spin down) ... 0.255 / 0.255 Ha
Largest force on an atom ... 0.0681 Eh/bohr
E ... -841.1750 hartree

Mulliken atomic charge list, values in e, 8 entries: number 1, Cl, carries -0.232; number 2, O, carries -0.271; number 3, O, carries -0.235; number 4, O, carries -0.269; number 5, C, carries 0.100; number 6, C, carries -0.672; number 7, C, carries -0.260; number 8, C, carries 0.068

---

Here is a structure of composition CH7ClN4S2 in a non-equilibrium geometry from the Open Molecules 2025 dataset. Energies are from ωB97M-V with the def2-TZVPD basis set.

Structure (XYZ):
```
15
Properties=species:S:1:pos:R:3:forces:R:3
Cl -2.398 0.125 -2.195 1.33 0.55 0.14
S 0.416 1.632 -2.724 0.49 0.01 -2.64
S -1.037 -2.052 -0.253 0.40 -0.14 1.51
N -0.212 0.309 -1.976 -1.38 -1.13 -1.63
N -0.056 -0.544 1.507 -0.49 -0.24 1.68
N 0.019 0.431 -0.661 0.06 -0.90 1.48
N 0.850 0.156 2.374 -0.69 3.32 -4.92
C -0.265 -0.576 0.159 0.12 -0.06 -0.74
H 1.185 -0.445 3.031 1.81 -2.36 2.58
H 0.659 1.182 -0.447 -0.01 0.40 0.70
H -1.085 -1.922 -1.540 -0.14 0.53 -1.54
H -0.780 -1.024 2.056 0.57 0.18 -0.14
H 0.403 0.942 2.775 -1.63 0.95 1.61
H 1.580 0.765 1.902 0.08 -1.81 0.00
H 0.721 1.020 -4.009 -0.54 0.70 1.93
```
Forces are in eV/Å.

Summary:
Relative energy (zero: lowest compared OMol25 entry of this formula, charge and spin) ... 3.8 kcal/mol
Orbital gap (spin up / spin down) ... 0.268 / 0.267 Ha
Charge ... +2
Largest force on an atom ... 0.1163 Eh/bohr
E ... -1517.0147 hartree

Mulliken atomic charge list, values in e, 8 entries: number 1, Cl, carries -0.028; number 2, S, carries -0.012; number 3, S, carries -0.037; number 4, N, carries -0.502; number 5, N, carries -0.313; number 6, N, carries 0.168; number 7, N, carries -0.269; number 8, C, carries 0.725

---

Here is a structure of composition CHNO3S in a non-equilibrium geometry from the Open Molecules 2025 dataset. Energies are from ωB97M-V with the def2-TZVPD basis set.

Structure (XYZ):
```
7
Properties=species:S:1:pos:R:3:forces:R:3
S 3.464 0.025 0.065 3.02 1.94 -2.33
O 3.136 1.174 0.828 -0.16 -0.10 0.51
O 3.418 -1.277 0.587 -0.47 -1.04 0.60
O 4.270 0.251 -1.133 -1.88 -0.56 1.63
N 1.277 -0.021 -0.518 -3.94 -1.50 2.00
C 0.301 -0.361 0.051 1.38 0.42 -1.75
H -0.698 -0.738 0.458 2.05 0.84 -0.65
```
Forces are in eV/Å.

Summary:
Relative energy (zero: lowest compared OMol25 entry of this formula, charge and spin) ... 45.3 kcal/mol
Orbital gap ... 0.399 Ha
Largest force on an atom ... 0.0908 Eh/bohr
E ... -717.2949 hartree

Partial charges, Mulliken, in e: number 1, S, carries 1.184; number 2, O, carries -0.440; number 3, O, carries -0.433; number 4, O, carries -0.464; number 5, N, carries -0.404; number 6, C, carries 0.253; number 7, H, carries 0.304

---

Here is an isolated molecule of C7H15N in a non-equilibrium geometry from the Open Molecules 2025 dataset. Energies are from ωB97M-V with the def2-TZVPD basis set.

Structure (XYZ):
```
23
Properties=species:S:1:pos:R:3:forces:R:3
N 1.885 2.192 1.028 -2.38 -2.34 0.91
C 0.801 -0.258 -1.305 2.08 -1.10 -0.47
C 1.562 2.060 -0.357 0.76 -1.08 -1.08
C -1.224 -1.215 -0.230 0.20 1.27 3.43
C 0.212 -0.822 -0.044 -0.16 1.32 2.43
C 1.998 0.643 -1.028 0.27 1.77 -1.65
C -3.368 -1.713 0.986 1.76 -0.33 -2.35
C -2.095 -0.930 0.798 0.63 -1.75 -1.53
H 1.845 1.314 1.559 -0.19 0.60 -0.55
H 0.230 0.468 -1.844 -1.60 -0.38 -0.38
H 0.818 -1.585 0.536 -0.40 -0.12 -1.68
H -1.350 -1.734 -1.159 -0.99 -0.66 -0.04
H 0.280 -0.115 0.848 -0.51 0.12 -1.29
H 2.629 2.680 1.369 2.44 1.73 0.21
H 1.048 -1.177 -1.953 -0.18 1.62 0.44
H -4.196 -1.166 0.799 -2.84 2.39 -0.69
H -3.491 -2.526 0.261 0.49 -0.21 0.52
H -1.844 -0.288 1.668 0.37 -0.43 -0.89
H 2.062 2.827 -0.957 0.06 0.04 0.37
H -3.516 -1.981 1.969 0.13 -1.21 2.23
H 0.490 2.275 -0.488 0.11 -0.53 -0.17
H 2.518 0.941 -2.028 -0.80 -0.77 1.62
H 2.707 0.110 -0.430 0.75 0.05 0.61
```
Forces are in eV/Å.

Summary:
Relative energy (zero: lowest compared OMol25 entry of this formula, charge and spin) ... 57.7 kcal/mol
Orbital gap ... 0.364 Ha
Largest force on an atom ... 0.0734 Eh/bohr
E ... -330.3759 hartree

Mulliken atomic charge list, values in e, 8 entries: number 1, N, carries -0.509; number 2, C, carries -0.502; number 3, C, carries -0.410; number 4, C, carries -0.438; number 5, C, carries -0.183; number 6, C, carries -0.934; number 7, C, carries -1.384; number 8, C, carries -0.023